1.
Density functional theory data (ωB97M-V with the def2-TZVPD basis set) for C4H7NOS as an isolated structure at a distorted geometry.

Structure (ORCA input):
```
! RIJCOSX wB97M-V def2-TZVPD def2/J DEFGRID3
* xyz 0 1
C 2.31305 -2.43322 -0.20066
C 0.53679 -0.01823 -1.56643
C -0.48172 1.44249 1.14684
C -0.70276 0.03021 0.63731
N -0.63151 -0.03517 -0.89770
O 0.73496 0.15337 -2.78653
S 1.14614 -3.32812 -0.14412
H 1.42484 -0.49329 -0.53857
H -1.40505 2.07553 1.23725
H -0.02801 1.40833 2.14505
H -0.02556 1.91646 0.28130
H 0.17646 -0.50285 1.05590
H -1.65567 -0.55349 0.95177
H -1.40197 0.33799 -1.32142
*
```

The HOMO energy is -0.3496 Ha. The value obtained for the total energy is -18630.246 eV. The energy above the lowest of the compared OMol25 structures with the same formula, charge and spin comes out at 99.24 kcal/mol.


2.
Density functional theory data (ωB97M-V with the def2-TZVPD basis set) for one molecule with the formula C4H7NOS at a distorted geometry.

Structure (ORCA input):
```
! RIJCOSX wB97M-V def2-TZVPD def2/J DEFGRID3
* xyz 0 1
C 1.17768 0.34446 0.86418
C -0.29026 0.02384 0.75155
C -1.41261 -0.50907 -1.02437
C -1.18127 0.75738 -0.19414
H 3.13387 0.60290 -0.45558
H 1.32952 1.25034 1.49341
H 1.65136 -0.45149 1.34087
H -0.78121 -0.06477 1.71453
H 0.07511 -1.85468 -0.23367
H -0.96335 -0.44434 -2.01742
H -2.47993 -0.80832 -1.14714
N -0.64104 -1.20498 0.03434
O -1.51130 1.93391 -0.28628
S 1.89343 0.42481 -0.84028
*
```

Its structure (SMILES) is O=C1CN[C@H]1CS. The HOMO energy is -0.3398 Ha. The value obtained for the total energy is -18632.793 eV. The energy above the lowest of the compared OMol25 structures with the same formula, charge and spin comes out at 40.51 kcal/mol.


3.
Density functional theory data (ωB97M-V with the def2-TZVPD basis set) for one molecule with the formula C4H7NOS at a distorted geometry.

Structure (ORCA input):
```
! RIJCOSX wB97M-V def2-TZVPD def2/J DEFGRID3
* xyz 0 1
C -1.79032 1.12043 -1.56706
C -1.36415 0.63916 -0.28098
C -0.33749 0.18181 1.83119
C 2.29607 -1.26710 -0.70006
H -1.96272 2.32924 -1.60493
H -1.67497 0.61384 -2.49632
H -1.16216 -0.53565 -0.28692
H -0.35406 0.84147 2.87843
H -0.45901 -1.01923 1.91016
H 3.29220 -0.71054 -0.48400
H 2.24250 -2.14734 -1.45624
N 1.24281 -1.13446 0.06716
O -1.40610 0.91306 1.03325
S 1.43738 0.17531 1.15633
*
```

Its structure (SMILES) is C=COCSN=C. The HOMO energy is -0.3211 Ha. The value obtained for the total energy is -18629.427 eV. The energy above the lowest of the compared OMol25 structures with the same formula, charge and spin comes out at 118.13 kcal/mol.


4.
Density functional theory data (ωB97M-V with the def2-TZVPD basis set) for C4H7NOS as an isolated structure at a distorted geometry.

Structure (ORCA input):
```
! RIJCOSX wB97M-V def2-TZVPD def2/J DEFGRID3
* xyz 0 1
C -0.64573 -1.82357 -0.07906
C -1.50139 0.35339 -0.12138
C 0.92031 0.09805 -0.15849
C 1.27474 1.67833 -0.00613
H -1.69851 -2.25181 -0.74080
H -0.86734 -2.06425 1.25410
H 0.52708 -2.44212 -0.42511
H -1.52198 1.53660 -0.23121
H 0.58623 2.58822 -0.62477
H 2.44062 1.70913 -0.17926
H 1.34750 2.03115 1.20878
N -0.44163 -0.35980 -0.14150
O -2.64946 -0.09916 0.19131
S 2.22955 -0.95416 0.05352
*
```

The HOMO energy is -0.3324 Ha. The value obtained for the total energy is -18629.482 eV. The energy above the lowest of the compared OMol25 structures with the same formula, charge and spin comes out at 116.86 kcal/mol.


5.
Density functional theory data (ωB97M-V with the def2-TZVPD basis set) for one molecule with the formula C4H7NOS at a distorted geometry.

Structure (ORCA input):
```
! RIJCOSX wB97M-V def2-TZVPD def2/J DEFGRID3
* xyz 0 1
C -1.65277 -1.12994 -0.19210
C -0.29804 -1.15747 -0.36059
C 0.69355 -0.15379 -0.01998
C 0.23930 1.23968 0.26402
H -3.41947 -0.40106 0.32072
H -2.19190 -0.18236 1.48459
H -2.19256 -1.89656 -0.68657
H 0.08374 -2.18169 -0.74768
H -0.14707 1.23513 1.30145
H 1.13915 1.86919 0.31234
H -1.53300 1.42130 -0.35800
N -2.44684 -0.15062 0.48040
O -0.66006 1.76674 -0.62486
S 2.29858 -0.35840 0.11632
*
```

Its structure (SMILES) is N/C=C\C(=S)CO. The HOMO energy is -0.3080 Ha. The value obtained for the total energy is -18632.759 eV. The energy above the lowest of the compared OMol25 structures with the same formula, charge and spin comes out at 41.29 kcal/mol.


6.
Density functional theory data (ωB97M-V with the def2-TZVPD basis set) for one molecule with the formula C4H7NOS at a distorted geometry.

Structure (ORCA input):
```
! RIJCOSX wB97M-V def2-TZVPD def2/J DEFGRID3
* xyz 0 1
C 1.17804 -0.58486 1.01439
C 0.09485 -1.19873 1.83589
C 0.03892 0.26470 -0.89157
C -0.39377 1.62475 -1.31268
N 1.01066 0.11266 -0.03944
O -0.39091 -0.80538 -1.56944
S -1.59320 -0.70025 1.52427
H 2.18742 -0.68589 1.38660
H 0.13884 -2.27046 1.61103
H 0.33996 -1.06649 2.89256
H 0.06603 2.37014 -0.67159
H -1.47739 1.70233 -1.23020
H -0.11200 1.81575 -2.34974
H -1.08744 -0.57829 -2.20009
*
```

The HOMO energy is -0.2490 Ha. The value obtained for the total energy is -18632.111 eV. The energy above the lowest of the compared OMol25 structures with the same formula, charge and spin comes out at 56.24 kcal/mol.


7.
Density functional theory data (ωB97M-V with the def2-TZVPD basis set) for one molecule with the formula C4H7NOS at a distorted geometry.

Structure (ORCA input):
```
! RIJCOSX wB97M-V def2-TZVPD def2/J DEFGRID3
* xyz 0 1
C 1.04598 -1.18673 0.39387
C 2.03093 -0.15075 0.11486
C -0.63444 0.28479 0.17756
C -1.69275 0.30375 -0.97403
N -0.19301 -1.03342 0.46715
O -1.15416 0.63250 1.43620
S 1.03788 1.40301 -0.11124
H 1.38622 -2.21855 0.55711
H 2.74374 -0.19766 1.04067
H 2.81044 -0.19663 -0.62259
H -2.56667 -0.14538 -0.80309
H -1.28944 -0.24165 -1.86990
H -2.06806 1.20803 -1.29622
H -1.45665 1.53869 1.48965
*
```

Its structure (SMILES) is C[C@@]1(O)N=CCS1. The HOMO energy is -0.3251 Ha. The value obtained for the total energy is -18632.729 eV. The energy above the lowest of the compared OMol25 structures with the same formula, charge and spin comes out at 41.99 kcal/mol.


8.
Density functional theory data (ωB97M-V with the def2-TZVPD basis set) for a 2-piece molecular cluster, C4H7NOS2 overall at a distorted geometry.

Structure (ORCA input):
```
! RIJCOSX wB97M-V def2-TZVPD def2/J DEFGRID3
* xyz 0 1
C 0.76300 0.32507 -1.95073
C -0.60768 -0.46605 1.54552
C -0.72040 -1.65023 -2.10332
C 1.49461 1.52792 1.85290
N -0.15720 -0.36057 -2.25853
O 1.55446 1.15473 -1.76574
S -1.58391 0.81689 1.02875
S 0.96646 -0.22820 1.96883
H -2.66874 0.06062 0.81385
H -0.90273 -2.06440 -3.09264
H -0.06262 -2.31638 -1.53976
H -1.66961 -1.56253 -1.56965
H 1.55650 1.92396 2.86361
H 0.77990 2.08379 1.25766
H 2.47119 1.52959 1.37721
*
```

The HOMO energy is -0.3186 Ha. The value obtained for the total energy is -29467.357 eV. The energy above the lowest of the compared OMol25 structures with the same formula, charge and spin comes out at 56.12 kcal/mol.


9.
Density functional theory data (ωB97M-V with the def2-TZVPD basis set) for one molecule with the formula C4H7NS at a distorted geometry.

Structure (ORCA input):
```
! RIJCOSX wB97M-V def2-TZVPD def2/J DEFGRID3
* xyz 0 1
C -1.53907 0.95864 -0.21475
C -0.10594 0.63742 0.47063
C 0.33182 -0.61145 -0.12622
C 1.72890 -0.76015 -0.63165
H -1.51561 1.34645 -1.30856
H -2.30055 1.67645 0.29120
H -1.76104 -0.28978 -0.30602
H 0.70755 1.31296 0.99930
H 0.32666 -0.68699 2.21164
H -0.55617 -1.16780 -0.70227
H 2.46724 -0.54634 0.16592
N -0.12038 -0.60569 1.22630
S 2.33660 -1.26374 -2.07550
*
```

Its structure (SMILES) is C[C@H]1N[C@@H]1C=S. The HOMO energy is -0.3225 Ha. The value obtained for the total energy is -16582.535 eV. The energy above the lowest of the compared OMol25 structures with the same formula, charge and spin comes out at 101.39 kcal/mol.


10.
Density functional theory data (ωB97M-V with the def2-TZVPD basis set) for one molecule with the formula C4H7NS at a distorted geometry.

Structure (ORCA input):
```
! RIJCOSX wB97M-V def2-TZVPD def2/J DEFGRID3
* xyz 0 1
C -1.06108 -0.03865 0.77389
C -0.02354 0.93674 0.15742
C 0.91406 0.29106 -0.79107
C 1.80520 -0.68648 -0.15950
H -1.98761 -1.90265 -0.76765
H -0.52855 -0.95890 1.08824
H -1.49750 0.47029 1.71086
H 0.47594 1.21110 1.05676
H -0.52304 1.74827 -0.40013
H 1.62239 1.04993 -0.96941
H 0.55985 -0.10890 -1.83171
N 2.65703 -1.28000 0.34782
S -2.41315 -0.73181 -0.21552
*
```

Its structure (SMILES) is N#CCCCS. The HOMO energy is -0.3443 Ha. The value obtained for the total energy is -16585.769 eV. The energy above the lowest of the compared OMol25 structures with the same formula, charge and spin comes out at 26.80 kcal/mol.


11.
Density functional theory data (ωB97M-V with the def2-TZVPD basis set) for one molecule with the formula C4H7NS at a distorted geometry.

Structure (ORCA input):
```
! RIJCOSX wB97M-V def2-TZVPD def2/J DEFGRID3
* xyz 0 1
C 0.21310 0.27121 -1.19751
C -1.31205 -0.01146 1.14754
C 1.15454 -0.83073 -0.65213
C -0.52206 0.92019 0.24644
N 0.04397 0.40199 1.42780
S 1.45579 -0.49138 1.20837
H 0.73798 1.14117 -1.76054
H -0.53079 -0.18232 -1.70971
H -2.17763 0.46123 1.77948
H -1.43734 -1.13243 0.93302
H 0.80759 -1.80988 -0.63705
H 2.07330 -0.80839 -1.09662
H -0.50639 2.07079 0.31091
*
```

Its structure (SMILES) is C1C[C@H]2CN2S1. The HOMO energy is -0.3035 Ha. The value obtained for the total energy is -16583.863 eV. The energy above the lowest of the compared OMol25 structures with the same formula, charge and spin comes out at 70.76 kcal/mol.


12.
Density functional theory data (ωB97M-V with the def2-TZVPD basis set) for one molecule with the formula C4H7NS at a distorted geometry.

Structure (ORCA input):
```
! RIJCOSX wB97M-V def2-TZVPD def2/J DEFGRID3
* xyz 0 1
C -1.21018 -0.06675 0.03634
C -0.25709 1.13704 0.00500
C 1.15149 0.52615 0.06187
C -0.34079 -1.22862 0.21809
H -0.34652 1.63904 -0.93190
H -0.43760 1.81702 0.81433
H 1.72454 0.94741 -0.71506
H 1.64828 0.57803 1.01779
H 1.01754 -0.95807 -1.26464
H -0.32234 -1.25318 1.24620
H -0.73752 -2.20410 -0.13328
N 1.00016 -0.88629 -0.26122
S -2.88996 -0.04767 -0.09351
*
```

Its structure (SMILES) is S=C1CCNC1. The HOMO energy is -0.3121 Ha. The value obtained for the total energy is -16585.672 eV. The energy above the lowest of the compared OMol25 structures with the same formula, charge and spin comes out at 29.05 kcal/mol.